No. 1
{
  "formula": "C28H36N4NaOSeSi2Te",
  "method": "ωB97M-V with the def2-TZVPD basis set",
  "symbols": ["Na", "C", "O", "C", "C", "C", "C", "C", "C", "C", "N", "C", "C", "N", "C", "C", "C", "C", "N", "C", "C", "N", "C", "C", "C", "C", "H", "H", "H", "H", "H", "H", "H", "H", "H", "H", "H", "H", "H", "H", "C", "Si", "C", "C", "C", "Te", "C", "Si", "C", "C", "C", "H", "H", "H", "H", "H", "H", "H", "H", "H", "H", "H", "H", "H", "H", "H", "H", "H", "H", "H", "H", "H", "H", "Se"],
  "xyz": [[1.082, 0.409, 3.739], [-9.879, 1.750, -4.754], [-9.321, 0.523, -4.354], [-8.168, 0.556, -3.617], [-7.605, -0.673, -3.267], [-6.455, -0.728, -2.514], [-5.818, 0.441, -2.076], [-6.380, 1.666, -2.449], [-7.532, 1.725, -3.202], [-4.638, 0.415, -1.255], [-3.943, 1.479, -0.901], [-2.930, 1.028, -0.123], [-3.007, -0.362, 0.018], [-4.102, -0.734, -0.714], [-2.116, -1.102, 0.827], [-2.201, -2.477, 1.092], [-1.278, -3.059, 1.930], [-0.276, -2.255, 2.489], [-0.170, -0.971, 2.259], [-1.063, -0.370, 1.460], [-0.953, 1.050, 1.298], [0.057, 1.673, 1.932], [0.154, 2.981, 1.825], [-0.739, 3.776, 1.108], [-1.783, 3.158, 0.443], [-1.898, 1.771, 0.523], [-10.748, 1.501, -5.361], [-9.177, 2.337, -5.355], [-10.203, 2.349, -3.895], [-8.083, -1.583, -3.595], [-6.044, -1.695, -2.267], [-5.901, 2.577, -2.129], [-7.940, 2.689, -3.462], [-4.431, -1.673, -0.855], [-2.993, -3.070, 0.649], [-1.320, -4.112, 2.169], [0.460, -2.670, 3.162], [0.989, 3.429, 2.345], [-0.625, 4.850, 1.090], [-2.514, 3.710, -0.130], [6.499, -1.863, 2.565], [6.590, 0.046, 2.543], [6.446, 0.824, 4.265], [8.311, 0.487, 1.801], [5.299, 0.732, 1.317], [3.272, 0.073, 1.765], [2.574, 0.430, -0.254], [2.807, -1.164, -1.233], [2.340, -0.918, -3.074], [4.616, -1.776, -1.250], [1.714, -2.517, -0.456], [7.175, -2.277, 3.308], [6.763, -2.294, 1.601], [5.493, -2.186, 2.819], [7.193, 0.421, 4.945], [5.473, 0.628, 4.707], [6.580, 1.902, 4.228], [9.112, 0.099, 2.424], [8.443, 1.561, 1.727], [8.435, 0.068, 0.807], [5.519, 0.395, 0.306], [5.310, 1.820, 1.318], [3.107, 1.287, -0.655], [1.523, 0.694, -0.176], [3.055, -0.263, -3.561], [1.360, -0.468, -3.185], [2.338, -1.860, -3.613], [5.255, -1.066, -1.767], [4.697, -2.728, -1.769], [5.006, -1.906, -0.245], [0.659, -2.276, -0.562], [1.921, -2.602, 0.608], [1.884, -3.492, -0.905], [2.719, -0.117, 5.568]],
  "atomic_forces_ev_per_a": [[-0.2, 0.3, 0.2], [-0.1, 0.3, -0.1], [0.5, -0.3, 0.3], [0.0, -0.1, 0.0], [-0.3, 0.1, -0.2], [0.2, 0.4, 0.2], [-1.0, 0.1, -0.7], [0.3, -0.4, 0.2], [-0.4, 0.0, -0.3], [1.0, 0.1, 0.7], [-0.6, 0.0, -0.5], [0.1, -1.3, 0.2], [0.0, 1.2, -0.1], [-0.2, 0.2, -0.2], [0.8, 0.0, 0.6], [0.2, -0.1, 0.1], [-0.1, 0.2, -0.1], [0.0, -0.5, 0.1], [-0.1, 0.2, -0.1], [-0.7, -1.2, -0.3], [-0.2, 1.2, -0.4], [-0.3, 0.1, -0.1], [0.2, 0.0, 0.1], [-0.6, -0.2, -0.4], [0.4, 0.3, 0.3], [0.4, -0.3, 0.3], [0.0, 0.0, 0.0], [0.0, 0.0, 0.0], [0.0, -0.1, 0.0], [-0.1, -0.1, -0.1], [0.0, -0.1, 0.0], [0.1, 0.1, 0.1], [0.0, 0.1, 0.0], [0.0, 0.1, 0.0], [0.0, 0.0, 0.0], [0.0, 0.0, 0.0], [0.1, -0.1, 0.1], [0.1, 0.1, 0.1], [0.1, 0.0, 0.0], [0.0, 0.1, 0.0], [-0.1, 0.7, 0.1], [0.4, -0.1, 0.0], [0.0, -0.3, -0.7], [-0.7, -0.1, 0.2], [-0.1, -0.2, 0.6], [0.6, 0.2, 0.2], [0.3, -0.7, -0.5], [0.1, -0.1, -0.2], [0.1, -0.2, 0.6], [-0.6, 0.3, 0.1], [0.3, 0.4, -0.2], [0.1, 0.0, 0.2], [0.0, 0.0, -0.2], [-0.2, 0.0, 0.1], [0.2, -0.1, 0.0], [-0.4, -0.1, 0.1], [0.0, 0.2, -0.1], [0.1, -0.1, 0.2], [0.0, 0.3, 0.0], [0.0, -0.1, -0.2], [0.0, -0.1, -0.1], [0.0, 0.1, 0.0], [0.1, 0.1, -0.1], [-0.2, 0.0, 0.0], [0.2, 0.2, -0.1], [-0.3, 0.1, 0.0], [0.0, -0.2, -0.1], [0.1, 0.2, -0.1], [-0.1, -0.2, -0.1], [0.0, 0.0, 0.2], [-0.3, 0.1, -0.1], [0.1, 0.0, 0.1], [0.1, -0.1, -0.2], [0.4, -0.2, 0.1]],
  "max_force_ev_per_a": 1.43,
  "total_charge": -1,
  "energy_ev": -130443.22566,
  "gap_ev": 2.96,
  "lumo_energy_ev": 1.5
}



No. 2
{
  "formula": "C28H36N6O2Sb2Ti",
  "method": "ωB97M-V with the def2-TZVPD basis set",
  "symbols": ["Ti", "N", "C", "N", "C", "N", "N", "C", "C", "C", "C", "C", "C", "N", "C", "C", "C", "C", "C", "C", "H", "H", "H", "H", "H", "H", "H", "H", "H", "H", "H", "C", "Sb", "C", "C", "C", "C", "C", "C", "C", "C", "C", "Sb", "C", "C", "H", "H", "H", "H", "H", "H", "H", "H", "H", "H", "H", "H", "H", "H", "H", "H", "H", "H", "H", "H", "N", "C", "C", "O", "O", "H", "H", "H", "H", "H"],
  "xyz": [[-0.769, -0.039, 0.363], [-4.601, -0.271, -1.236], [-4.178, -0.195, 0.136], [-2.839, -0.875, 0.187], [-2.736, -2.093, -0.564], [-1.610, -2.729, -0.610], [-0.579, -1.986, -0.072], [0.553, -2.540, 0.113], [1.612, -1.635, 0.579], [2.858, -2.070, 0.936], [3.796, -1.137, 1.380], [3.441, 0.195, 1.448], [2.159, 0.562, 1.087], [1.251, -0.326, 0.654], [-3.865, -2.540, -1.340], [-3.967, -3.852, -1.824], [-5.000, -4.188, -2.665], [-5.923, -3.208, -3.045], [-5.828, -1.907, -2.583], [-4.800, -1.566, -1.712], [-5.316, 0.397, -1.487], [-4.844, -0.760, 0.792], [0.699, -3.599, -0.063], [3.090, -3.126, 0.875], [4.789, -1.456, 1.675], [4.135, 0.949, 1.793], [1.834, 1.587, 1.177], [-3.230, -4.587, -1.522], [-5.099, -5.201, -3.031], [-6.737, -3.473, -3.707], [-6.556, -1.160, -2.879], [1.403, 3.072, -1.418], [-0.389, 2.825, -0.248], [-4.109, 1.237, 0.595], [-1.632, 3.842, -1.742], [-2.819, 3.175, -2.369], [-4.111, 3.578, -2.031], [-5.224, 3.029, -2.653], [-5.056, 2.063, -3.638], [-3.777, 1.647, -3.977], [-2.655, 2.191, -3.354], [-1.284, 1.697, -3.711], [-0.751, 0.079, -2.420], [1.308, -0.209, -2.901], [-1.538, -1.488, -3.628], [1.541, 4.151, -1.494], [1.315, 2.659, -2.421], [2.272, 2.642, -0.925], [-5.107, 1.674, 0.546], [-3.760, 1.311, 1.621], [-3.455, 1.812, -0.061], [-0.904, 4.150, -2.494], [-1.942, 4.729, -1.192], [-4.242, 4.356, -1.285], [-6.216, 3.380, -2.393], [-5.915, 1.657, -4.161], [-3.641, 0.909, -4.762], [-0.511, 2.457, -3.628], [-1.251, 1.270, -4.714], [1.434, -0.090, -3.975], [1.588, -1.227, -2.624], [1.944, 0.498, -2.375], [-1.106, -1.362, -4.620], [-2.623, -1.417, -3.681], [-1.256, -2.455, -3.216], [-1.775, -1.624, 3.040], [-0.730, -0.797, 3.653], [-0.535, 0.521, 2.934], [0.305, 1.298, 3.259], [-1.388, 0.722, 1.874], [-1.592, -2.602, 3.223], [-2.626, -1.116, 1.173], [-2.666, -1.430, 3.480], [0.228, -1.315, 3.609], [-0.908, -0.561, 4.702]],
  "atomic_forces_ev_per_a": [[-1.0, 2.8, -1.6], [-0.2, -0.1, 0.0], [0.2, 0.0, -0.3], [0.3, -0.4, 0.0], [-0.1, 0.1, 0.1], [0.1, 0.0, 0.2], [-0.4, -1.1, -0.6], [0.6, -0.2, 0.2], [-0.4, -0.2, -0.2], [0.4, -0.2, 0.1], [0.1, -0.2, 0.0], [0.1, 0.1, 0.0], [-0.2, 0.0, 0.0], [0.9, -0.4, 0.3], [-0.1, -0.1, 0.2], [0.1, 0.0, 0.0], [0.0, 0.0, -0.1], [0.0, 0.0, 0.0], [-0.1, 0.0, -0.1], [0.0, 0.1, 0.0], [0.1, 0.1, 0.0], [-0.1, -0.2, 0.1], [0.1, 0.0, 0.0], [0.1, 0.1, 0.0], [-0.1, 0.0, 0.0], [0.0, 0.0, 0.0], [-0.1, 0.1, 0.0], [-0.1, 0.1, 0.0], [0.0, 0.1, 0.0], [0.0, 0.0, 0.0], [0.0, 0.0, 0.0], [-0.1, -0.2, -0.1], [0.1, 0.1, 0.3], [0.0, 0.1, 0.1], [-0.1, -0.3, -0.1], [0.0, 0.1, 0.0], [0.0, 0.0, 0.0], [0.0, 0.0, 0.0], [0.0, 0.0, 0.0], [0.0, 0.0, -0.1], [0.1, -0.1, 0.0], [-0.2, 0.0, 0.1], [0.2, -0.1, -0.5], [0.0, -0.1, 0.1], [0.0, 0.0, 0.1], [0.0, 0.0, 0.0], [0.1, 0.1, 0.0], [0.0, 0.0, 0.0], [0.0, 0.0, 0.0], [0.0, 0.0, 0.0], [0.0, 0.0, 0.0], [0.0, 0.1, 0.0], [0.0, 0.0, 0.0], [0.0, 0.0, -0.1], [0.0, 0.0, 0.0], [0.0, 0.0, 0.0], [0.0, 0.0, 0.1], [0.0, 0.0, -0.1], [0.0, 0.0, 0.0], [0.0, 0.0, 0.0], [0.0, 0.0, 0.0], [0.0, 0.0, 0.0], [0.0, 0.0, 0.0], [0.0, 0.0, 0.0], [0.0, 0.0, 0.0], [0.1, -0.1, 0.0], [-0.4, -0.1, -0.1], [-0.6, 0.0, 0.4], [0.2, 0.4, -0.1], [0.4, 0.2, 1.6], [0.0, -0.1, 0.0], [-0.2, -0.2, 0.1], [-0.1, 0.0, 0.1], [0.1, 0.0, 0.0], [0.0, 0.0, 0.1]],
  "max_force_ev_per_a": 3.41,
  "total_charge": 2,
  "energy_ev": -78832.99613,
  "gap_ev": [5.22, 5.22],
  "lumo_energy_ev": [-7.5, -7.5],
  "de_lowest_kj_mol": 161.6
}



No. 3
{
  "formula": "C28H36N6S",
  "method": "ωB97M-V with the def2-TZVPD basis set",
  "symbols": ["C", "C", "C", "C", "C", "C", "N", "C", "C", "N", "C", "S", "N", "C", "C", "C", "C", "N", "C", "N", "C", "C", "N", "C", "C", "C", "C", "C", "C", "C", "C", "C", "C", "C", "C", "H", "H", "H", "H", "H", "H", "H", "H", "H", "H", "H", "H", "H", "H", "H", "H", "H", "H", "H", "H", "H", "H", "H", "H", "H", "H", "H", "H", "H", "H", "H", "H", "H", "H", "H", "H"],
  "xyz": [[5.930, 1.005, -5.611], [5.335, -0.125, -4.826], [5.275, -1.403, -5.372], [4.724, -2.442, -4.648], [4.237, -2.230, -3.370], [4.297, -0.962, -2.801], [3.768, -0.670, -1.524], [2.619, -1.458, -1.127], [1.859, -0.714, -0.023], [2.739, -0.515, 1.110], [2.778, -1.375, 2.157], [4.174, -1.760, 2.966], [1.623, -1.972, 2.576], [0.312, -1.480, 2.568], [-0.729, -2.401, 2.801], [-2.030, -1.991, 2.809], [-2.363, -0.638, 2.585], [-3.661, -0.298, 2.575], [-4.003, 0.961, 2.380], [-5.335, 1.256, 2.452], [-5.939, 2.399, 1.811], [-6.417, 2.022, 0.405], [-7.378, 0.940, 0.497], [-7.950, 0.612, -0.789], [-6.771, -0.218, 1.133], [-6.281, 0.162, 2.531], [-3.019, 1.974, 2.190], [-1.692, 1.658, 2.184], [-0.652, 2.716, 1.982], [-1.314, 0.297, 2.376], [0.016, -0.148, 2.379], [3.942, 0.189, 0.722], [4.694, -0.545, -0.398], [5.980, 0.198, -0.723], [4.837, 0.083, -3.551], [5.683, 1.965, -5.164], [7.016, 0.909, -5.639], [5.569, 0.992, -6.638], [5.655, -1.577, -6.368], [4.676, -3.432, -5.079], [3.821, -3.059, -2.817], [2.902, -2.452, -0.736], [1.966, -1.589, -1.992], [1.547, 0.267, -0.394], [0.978, -1.284, 0.264], [1.792, -2.728, 3.228], [-0.478, -3.438, 2.972], [-2.835, -2.688, 2.984], [-5.250, 3.239, 1.759], [-6.807, 2.696, 2.409], [-6.904, 2.882, -0.062], [-5.540, 1.740, -0.210], [-8.699, -0.167, -0.656], [-8.436, 1.497, -1.198], [-7.199, 0.257, -1.513], [-7.523, -1.006, 1.208], [-5.916, -0.603, 0.549], [-5.786, -0.685, 3.003], [-7.130, 0.492, 3.137], [-3.314, 3.003, 2.063], [0.022, 2.753, 2.837], [-0.059, 2.504, 1.093], [-1.116, 3.692, 1.864], [0.818, 0.560, 2.244], [3.646, 1.179, 0.362], [4.585, 0.293, 1.596], [4.959, -1.551, -0.024], [6.514, -0.288, -1.536], [5.774, 1.228, -1.000], [6.617, 0.197, 0.158], [4.850, 1.075, -3.128]],
  "atomic_forces_ev_per_a": [[0.0, 0.0, 0.0], [0.0, 0.0, 0.0], [0.0, -0.1, 0.0], [0.1, 0.0, -0.2], [0.0, 0.1, 0.3], [0.0, -0.1, -0.3], [-0.1, 0.1, 0.0], [-0.3, 0.2, 0.2], [-0.3, -0.4, -0.4], [-0.2, -0.1, 0.3], [0.2, 0.0, 0.1], [0.4, -0.2, 0.3], [0.0, -0.4, -0.1], [-0.3, 0.6, -0.1], [0.0, 0.1, 0.0], [0.2, 0.0, 0.0], [0.6, 0.3, -0.1], [-0.6, 0.3, -0.1], [0.5, -0.6, 0.2], [-0.3, 0.1, 0.2], [0.0, 0.2, -0.4], [-0.1, 0.2, 0.2], [0.0, 0.0, 0.0], [0.0, 0.0, 0.0], [0.0, 0.0, 0.3], [-0.1, -0.4, -0.1], [0.2, 0.1, -0.1], [-0.3, 0.1, 0.0], [-0.1, 0.0, 0.0], [-0.5, -0.4, 0.1], [0.2, -0.3, 0.1], [0.5, 0.0, 0.0], [0.2, 0.2, 0.3], [-0.2, -0.2, 0.1], [0.0, -0.1, -0.1], [0.0, 0.1, 0.0], [0.1, 0.1, 0.0], [0.0, 0.1, -0.1], [0.0, 0.0, -0.1], [0.0, -0.1, 0.0], [-0.1, -0.1, 0.1], [0.0, 0.0, -0.1], [0.0, 0.0, 0.1], [-0.1, -0.1, 0.0], [0.1, 0.1, 0.0], [0.1, 0.2, -0.1], [0.0, -0.1, 0.0], [-0.1, -0.1, 0.0], [-0.1, 0.0, 0.0], [0.1, 0.1, -0.1], [0.0, 0.0, 0.0], [0.0, 0.0, 0.0], [0.0, 0.0, -0.1], [0.0, 0.0, -0.1], [0.0, 0.0, 0.0], [0.0, 0.0, 0.0], [0.0, 0.0, 0.0], [-0.2, 0.1, 0.0], [0.0, 0.0, 0.0], [0.0, 0.1, 0.0], [0.1, 0.0, 0.0], [0.1, 0.0, 0.0], [0.0, 0.0, 0.0], [0.1, 0.1, 0.0], [0.0, 0.0, -0.1], [-0.1, 0.0, -0.1], [-0.1, 0.1, 0.0], [0.1, 0.0, 0.0], [0.0, 0.2, -0.1], [0.1, 0.0, 0.1], [-0.1, 0.1, 0.1]],
  "max_force_ev_per_a": 0.79,
  "smiles": "Cc1cccc(N2CCN(C(=S)Nc3ccc4nc(N5CCN(C)CC5)cc(C)c4c3)C[C@@H]2C)c1",
  "energy_ev": -49397.37105,
  "gap_ev": 7.75,
  "lumo_energy_ev": 0.4,
  "de_lowest_kj_mol": 0.0
}